1 | Here is 6 unconnected molecules or ions with the total composition C24H36O18 from the OMol25 dataset. Energies are from the ωB97M-V functional and the def2-TZVPD basis.

XYZ file:
```
78
Properties=species:S:1:pos:R:3
C -7.532 -11.939 21.048
C -6.794 -12.922 20.215
C -6.846 -12.656 18.710
O -5.566 -13.189 18.367
C -4.712 -13.034 19.415
O -3.519 -13.069 19.253
O -5.387 -12.855 20.572
H -8.516 -11.889 20.537
H -7.118 -10.906 21.015
H -7.677 -12.244 22.094
H -7.140 -13.973 20.572
H -6.795 -11.574 18.577
H -7.558 -13.054 18.055
C -9.210 -9.275 14.334
C -8.392 -8.381 13.462
C -9.139 -7.749 12.259
O -8.654 -6.414 12.206
C -8.127 -6.077 13.427
O -7.654 -4.974 13.645
O -8.045 -7.142 14.234
H -8.531 -9.622 15.129
H -9.528 -10.236 13.885
H -10.062 -8.755 14.835
H -7.536 -9.016 13.147
H -10.159 -7.776 12.543
H -8.893 -8.213 11.304
C -5.284 -5.946 16.310
C -5.752 -5.975 17.718
C -7.284 -5.825 17.777
O -7.727 -7.060 18.351
C -6.669 -7.834 18.616
O -6.732 -8.949 18.959
O -5.525 -7.253 18.325
H -5.167 -4.994 15.812
H -5.842 -6.580 15.615
H -4.269 -6.379 16.329
H -5.219 -5.295 18.383
H -7.709 -5.696 16.770
H -7.611 -5.041 18.428
C -4.736 -2.975 10.792
C -5.278 -3.983 11.732
C -6.123 -5.102 11.060
O -5.754 -6.259 11.801
C -4.665 -5.997 12.544
O -4.092 -6.678 13.351
O -4.212 -4.718 12.326
H -5.502 -2.364 10.318
H -4.146 -3.412 10.057
H -3.998 -2.295 11.317
H -5.842 -3.496 12.551
H -5.840 -5.327 10.092
H -7.194 -4.932 11.067
C -7.299 -16.995 13.527
C -7.630 -16.591 14.912
C -6.933 -15.345 15.513
O -7.962 -14.518 16.207
C -9.192 -15.076 15.817
O -10.240 -14.620 16.166
O -8.992 -16.117 14.995
H -7.439 -16.206 12.760
H -7.998 -17.775 13.213
H -6.257 -17.419 13.496
H -7.599 -17.509 15.463
H -6.470 -14.772 14.750
H -6.046 -15.601 16.281
C -3.015 -9.273 17.329
C -3.716 -9.588 16.055
C -3.322 -10.984 15.447
O -4.606 -11.545 15.091
C -5.619 -10.828 15.722
O -6.731 -11.208 15.659
O -5.184 -9.655 16.138
H -3.083 -10.005 18.175
H -3.406 -8.377 17.894
H -1.953 -9.347 17.220
H -3.573 -8.879 15.252
H -2.751 -11.580 16.154
H -2.747 -10.921 14.483
```

Properties
Frontier orbital gap ... 10.9 eV

2 | Here is 6 unconnected molecules or ions with the total composition C24H36O18 from the OMol25 dataset. Energies are from the ωB97M-V functional and the def2-TZVPD basis.

XYZ file:
```
78
Properties=species:S:1:pos:R:3
C 0.526 4.288 -4.357
C -0.471 3.196 -4.881
C -1.870 3.249 -4.234
O -2.745 3.360 -5.369
C -2.053 3.443 -6.494
O -2.483 3.519 -7.606
O -0.718 3.476 -6.236
H -0.109 5.167 -4.245
H 1.271 4.446 -5.129
H 0.880 3.955 -3.383
H 0.014 2.235 -4.702
H -2.067 4.010 -3.483
H -2.042 2.269 -3.791
C -8.457 -4.102 -0.566
C -7.612 -3.207 0.330
C -6.798 -3.842 1.457
O -5.454 -3.624 1.014
C -5.446 -2.783 -0.024
O -4.435 -2.357 -0.507
O -6.668 -2.467 -0.451
H -7.939 -4.591 -1.388
H -9.226 -3.498 -1.060
H -9.115 -4.739 0.033
H -8.336 -2.486 0.723
H -7.051 -4.904 1.471
H -7.053 -3.446 2.437
C 2.567 1.897 3.699
C 3.177 3.189 4.222
C 4.625 3.079 4.815
O 5.269 4.191 4.249
C 4.556 4.731 3.267
O 4.954 5.630 2.585
O 3.364 4.121 3.150
H 2.997 1.615 2.736
H 1.517 2.107 3.497
H 2.717 1.072 4.392
H 2.509 3.644 4.957
H 4.998 2.086 4.549
H 4.652 3.161 5.900
C 3.209 -0.297 -4.370
C 2.682 1.017 -3.845
C 3.491 1.493 -2.606
O 4.050 2.737 -2.998
C 3.738 3.029 -4.259
O 4.197 3.943 -4.862
O 2.933 2.068 -4.765
H 4.277 -0.425 -4.541
H 2.669 -0.600 -5.271
H 2.959 -1.106 -3.671
H 1.631 0.908 -3.576
H 4.305 0.778 -2.483
H 2.897 1.573 -1.700
C 0.518 -1.031 1.517
C -0.378 -1.085 0.269
C -1.675 -0.292 0.508
O -1.610 0.750 -0.494
C -0.548 0.623 -1.280
O -0.374 1.267 -2.264
O 0.248 -0.400 -0.819
H 0.953 -0.054 1.707
H 1.298 -1.736 1.213
H -0.051 -1.426 2.357
H -0.566 -2.099 -0.078
H -1.758 0.207 1.469
H -2.561 -0.846 0.196
C 1.640 -4.750 2.700
C 1.550 -4.357 4.151
C 2.605 -3.388 4.719
O 1.797 -2.356 5.303
C 0.486 -2.663 5.210
O -0.428 -2.019 5.624
O 0.320 -3.722 4.403
H 1.185 -5.732 2.557
H 2.657 -4.940 2.342
H 1.197 -4.044 2.000
H 1.566 -5.280 4.743
H 3.178 -2.935 3.909
H 3.270 -3.902 5.407
```

Properties
Frontier orbital gap ... 10.2 eV

2 is preferred energetically. Next in line: 0.307 eV higher.

1 | Here is a molecular structure, C4H7N2P from the OMol25 dataset. Energies are from the ωB97M-V functional and the def2-TZVPD basis.

XYZ file:
```
14
Properties=species:S:1:pos:R:3
C 2.866 -0.690 -0.072
C 2.958 0.612 0.401
C -0.275 -0.190 -0.269
C -1.678 0.024 0.246
N 1.832 -1.543 -0.181
N 0.470 -1.353 0.012
P 1.192 1.068 0.063
H 3.884 -1.157 0.013
H -1.889 -0.866 0.941
H -1.643 1.033 0.859
H -2.510 0.056 -0.417
H 0.088 -2.179 0.310
H 1.366 1.813 -1.165
H 0.627 2.106 0.893
```

Properties
Frontier orbital gap (spin up / spin down) ... 7.4 / 7.1 eV

2 | Here is a single C4H7N2P molecule from the OMol25 dataset. Energies are from the ωB97M-V functional and the def2-TZVPD basis.

XYZ file:
```
14
Properties=species:S:1:pos:R:3
C -0.403 0.771 -0.123
C 1.295 -1.016 -0.593
C 0.144 1.659 0.996
C 1.284 -2.370 -0.017
N -1.613 1.131 -0.522
N 0.342 -0.307 -0.420
P -2.470 0.903 -1.879
H -0.270 1.557 1.988
H 0.132 2.727 0.730
H 1.213 1.382 0.839
H 0.339 -2.869 0.035
H 1.715 -2.238 1.011
H 1.954 -3.012 -0.471
H -3.662 1.681 -1.574
```

Properties
Frontier orbital gap (spin up / spin down) ... 7.0 / 6.4 eV

3 | Here is a single C4H7N2P molecule from the OMol25 dataset. Energies are from the ωB97M-V functional and the def2-TZVPD basis.

XYZ file:
```
14
Properties=species:S:1:pos:R:3
C 0.046 -1.645 -0.001
C -0.986 -0.574 0.002
P -2.712 -0.745 0.001
C -2.762 1.010 -0.002
N -1.602 1.611 -0.001
N -0.622 0.725 0.001
C 0.732 1.205 0.003
H 0.696 -1.565 0.872
H 0.670 -1.582 -0.894
H -0.439 -2.619 0.015
H -3.652 1.612 -0.004
H 1.255 0.892 -0.903
H 0.694 2.292 0.042
H 1.274 0.827 0.873
```

Properties
Frontier orbital gap ... 9.5 eV

3 is preferred energetically. Next in line: 3.468 eV higher.

1 | Here is a single C22H25N3O4 molecule from the OMol25 dataset. Energies are from the ωB97M-V functional and the def2-TZVPD basis.

XYZ file:
```
54
Properties=species:S:1:pos:R:3
C -3.803 -1.582 2.238
C -4.386 -1.154 0.897
C -4.277 0.358 0.617
O -5.483 0.849 0.063
C -3.092 0.719 -0.301
C -1.741 0.311 0.281
C -0.618 0.709 -0.677
N -0.655 2.124 -0.961
C 0.294 3.024 -0.634
O 0.216 4.209 -0.884
C 1.505 2.443 0.027
C 2.551 1.709 -0.591
C 3.387 1.405 0.446
C 4.569 0.491 0.514
O 4.301 -0.717 -0.175
C 3.095 -1.326 0.061
C 2.382 -1.190 1.272
C 1.150 -1.761 1.419
C 0.572 -2.510 0.374
N -0.669 -3.008 0.537
C -1.190 -3.714 -0.427
C -0.532 -3.990 -1.640
C 0.722 -3.481 -1.838
C 1.319 -2.705 -0.821
C 2.578 -2.096 -0.955
O 2.892 1.926 1.578
N 1.732 2.567 1.307
C -1.914 2.574 -1.520
C -3.062 2.226 -0.577
H -4.277 -1.032 3.048
H -3.980 -2.643 2.396
H -2.732 -1.411 2.280
H -5.450 -1.405 0.892
H -3.908 -1.716 0.091
H -4.178 0.900 1.563
H -5.636 0.403 -0.778
H -3.236 0.192 -1.255
H -1.689 -0.765 0.442
H -1.588 0.814 1.238
H 0.346 0.433 -0.249
H -0.737 0.164 -1.624
H 2.652 1.448 -1.623
H 4.834 0.315 1.564
H 5.433 0.921 -0.001
H 2.806 -0.633 2.092
H 0.592 -1.650 2.335
H -2.189 -4.091 -0.248
H -1.021 -4.590 -2.393
H 1.263 -3.657 -2.757
H 3.142 -2.216 -1.867
H -1.841 3.653 -1.667
H -2.061 2.088 -2.492
H -4.008 2.550 -1.012
H -2.926 2.759 0.365
```

Properties
Frontier orbital gap ... 8.7 eV

2 | Here is a single C22H25N3O4 molecule from the OMol25 dataset. Energies are from the ωB97M-V functional and the def2-TZVPD basis.

XYZ file:
```
54
Properties=species:S:1:pos:R:3
C -0.648 -6.332 -1.306
C -0.694 -5.784 0.121
C -1.375 -4.427 0.160
O -2.557 -4.327 0.436
N -0.627 -3.332 -0.121
C 0.748 -3.279 -0.558
C 0.803 -2.650 -1.963
N 0.199 -1.337 -1.986
C 0.943 -0.213 -1.643
C 0.380 1.061 -1.795
C 1.078 2.203 -1.474
C 2.378 2.122 -0.982
N 3.088 3.267 -0.592
C 2.628 4.361 0.078
O 3.326 5.348 0.205
C 1.263 4.257 0.668
C 0.403 5.348 0.585
C -0.867 5.274 1.118
C -1.292 4.119 1.764
C -0.405 3.047 1.912
C 0.863 3.120 1.358
O -0.750 1.906 2.595
C -1.901 2.066 3.395
C -2.996 2.777 2.603
O -2.575 4.073 2.242
C 2.977 0.872 -0.903
C 2.275 -0.274 -1.224
C -1.182 -1.427 -1.551
C -1.261 -2.028 -0.141
H -0.236 -7.339 -1.308
H -1.654 -6.372 -1.717
H -0.036 -5.709 -1.956
H -1.305 -6.450 0.732
H 0.305 -5.742 0.557
H 1.198 -4.269 -0.576
H 1.310 -2.648 0.143
H 1.828 -2.599 -2.329
H 0.228 -3.280 -2.652
H -0.616 1.165 -2.195
H 0.616 3.168 -1.607
H 4.071 3.302 -0.833
H 0.738 6.244 0.086
H -1.557 6.099 1.043
H 1.523 2.278 1.492
H -2.213 1.064 3.692
H -1.658 2.658 4.288
H -3.902 2.900 3.199
H -3.225 2.193 1.700
H 4.000 0.790 -0.563
H 2.784 -1.219 -1.123
H -1.652 -0.447 -1.551
H -1.721 -2.073 -2.252
H -2.298 -2.159 0.169
H -0.746 -1.365 0.565
```

Properties
Frontier orbital gap ... 8.2 eV

2 is preferred energetically. Next in line: 1.397 eV higher.

1 | Here is a single C3H4OS2 molecule from the OMol25 dataset. Energies are from the ωB97M-V functional and the def2-TZVPD basis.

XYZ file:
```
10
Properties=species:S:1:pos:R:3
C -1.432 0.644 0.003
C -0.486 -0.540 -0.037
S -0.846 -2.083 -0.019
C 0.965 -0.041 -0.073
O 1.245 1.160 -0.021
S 2.230 -1.311 -0.012
H -1.352 1.301 -0.902
H -2.496 0.213 0.061
H -1.173 1.245 0.921
H 3.344 -0.590 0.079
```

Properties
Frontier orbital gap ... 7.8 eV

2 | Here is 2 unconnected molecules or ions with the total composition C3H4OS2 from the OMol25 dataset. Energies are from the ωB97M-V functional and the def2-TZVPD basis.

XYZ file:
```
10
Properties=species:S:1:pos:R:3
C -0.085 0.368 0.962
C 0.288 -0.596 0.347
C 0.585 -1.731 -0.440
O 1.975 0.977 -0.596
S 3.938 -0.653 0.782
S 3.159 0.079 -0.775
H -0.550 1.135 1.502
H 0.726 -2.572 0.298
H 1.710 -1.639 -0.858
H -0.166 -1.900 -1.126
```

Properties
Frontier orbital gap ... 7.5 eV

3 | Here is a single C3H4OS2 molecule from the OMol25 dataset. Energies are from the ωB97M-V functional and the def2-TZVPD basis.

XYZ file:
```
10
Properties=species:S:1:pos:R:3
C -1.094 0.922 0.326
C -0.021 0.070 1.163
C 0.896 -0.723 0.623
S 1.104 -0.926 -1.144
O 0.736 -2.282 -1.464
S 2.552 -0.239 -2.290
H -1.903 1.265 0.947
H -1.570 0.221 -0.382
H -0.582 1.855 -0.118
H -0.117 -0.165 2.340
```

Properties
Frontier orbital gap (spin up / spin down) ... 7.4 / 7.3 eV

1 is preferred energetically. Next in line: 2.735 eV higher.

1 | Here is a single C2H5NP2 molecule from the OMol25 dataset. Energies are from the ωB97M-V functional and the def2-TZVPD basis.

XYZ file:
```
10
Properties=species:S:1:pos:R:3
C 1.163 0.060 -0.869
P 1.144 -0.588 0.903
P -0.968 -0.197 1.506
C -2.088 0.391 0.169
N -2.795 0.805 -0.633
H 1.893 0.854 -1.001
H 0.086 0.382 -1.212
H 1.487 -0.561 -1.689
H 1.567 0.429 1.517
H -1.489 -1.576 1.312
```

Properties
Frontier orbital gap ... 9.6 eV

2 | Here is a single C2H5NP2 molecule from the OMol25 dataset. Energies are from the ωB97M-V functional and the def2-TZVPD basis.

XYZ file:
```
10
Properties=species:S:1:pos:R:3
N 0.843 2.242 0.917
C 0.441 1.350 0.330
C 0.028 0.214 -0.398
P 1.033 -1.348 0.122
P -1.879 -0.700 -0.302
H 0.130 0.184 -1.493
H 2.123 -1.278 -0.737
H 1.791 -0.616 1.191
H -1.913 -0.485 1.028
H -2.599 0.436 -0.656
```

Properties
Frontier orbital gap ... 10.2 eV

1 is preferred energetically. Next in line: 0.556 eV higher.

1 | Here is a single C2H5NP2 molecule from the OMol25 dataset. Energies are from the ωB97M-V functional and the def2-TZVPD basis.

XYZ file:
```
10
Properties=species:S:1:pos:R:3
H 1.722 -0.955 1.284
P 2.620 -0.597 0.270
C 1.540 0.532 -0.453
N 0.436 1.145 0.040
P -0.940 0.467 0.357
C -1.739 -0.707 -0.408
H 1.739 1.094 -1.325
H -1.719 1.519 0.875
H -2.514 -1.026 0.189
H -1.145 -1.471 -0.828
```

Properties
Frontier orbital gap ... 7.8 eV

2 | Here is a single C2H5NP2 molecule from the OMol25 dataset. Energies are from the ωB97M-V functional and the def2-TZVPD basis.

XYZ file:
```
10
Properties=species:S:1:pos:R:3
H 0.680 1.410 -2.866
N 0.502 1.040 -1.922
P 1.498 0.145 -1.176
C 0.143 -0.398 0.542
C -1.151 0.213 0.706
P 0.631 -1.875 1.228
H 1.998 -1.767 0.821
H -0.941 1.310 0.783
H -2.034 0.031 0.139
H -1.325 -0.108 1.745
```

Properties
Frontier orbital gap ... 8.0 eV

2 is preferred energetically. Next in line: 0.608 eV higher.